{
  "formula": "C37H29N3O10",
  "method": "ωB97M-V with the def2-TZVPD basis set",
  "symbols": ["C", "C", "C", "C", "C", "C", "C", "C", "C", "O", "C", "O", "C", "O", "C", "C", "C", "C", "C", "C", "C", "C", "O", "H", "H", "H", "H", "H", "H", "H", "H", "H", "H", "H", "H", "H", "H", "C", "C", "C", "C", "C", "C", "N", "O", "O", "H", "H", "H", "H", "H", "C", "C", "C", "C", "C", "C", "N", "O", "O", "H", "H", "H", "H", "H", "C", "C", "C", "C", "C", "C", "N", "O", "O", "H", "H", "H", "H", "H"],
  "coordinates": [[1.700, -5.323, -0.623], [0.801, -5.004, -1.824], [0.449, -3.527, -1.929], [1.178, -2.663, -2.700], [0.852, -1.326, -2.819], [-0.252, -0.889, -2.138], [-1.001, -1.743, -1.345], [-0.652, -3.064, -1.229], [-2.177, -1.172, -0.581], [-2.403, -1.584, 0.537], [-2.926, -0.077, -1.304], [-4.282, 0.141, -1.261], [-5.027, -0.838, -0.583], [-5.130, -0.775, 0.618], [-5.753, -1.920, -1.324], [-7.105, -2.013, -1.082], [-7.890, -2.968, -1.669], [-7.289, -3.868, -2.535], [-5.943, -3.784, -2.769], [-5.162, -2.818, -2.186], [-2.197, 0.734, -2.061], [-0.711, 0.552, -2.215], [0.048, 1.488, -2.359], [1.265, -4.967, 0.315], [2.727, -4.983, -0.776], [1.749, -6.418, -0.543], [-0.128, -5.584, -1.798], [1.279, -5.265, -2.778], [2.044, -3.019, -3.264], [1.415, -0.635, -3.436], [-1.264, -3.691, -0.584], [-7.563, -1.315, -0.386], [-8.950, -2.998, -1.445], [-7.922, -4.620, -2.994], [-5.531, -4.514, -3.461], [-4.093, -2.774, -2.380], [-2.674, 1.531, -2.627], [-0.414, -0.416, 2.369], [0.770, -0.192, 3.062], [0.913, 0.941, 3.846], [-0.138, 1.837, 3.930], [-1.321, 1.632, 3.241], [-1.458, 0.498, 2.456], [0.002, 3.026, 4.777], [1.062, 3.189, 5.356], [-0.947, 3.779, 4.858], [-0.524, -1.304, 1.764], [1.581, -0.905, 2.992], [1.835, 1.111, 4.382], [-2.134, 2.340, 3.309], [-2.378, 0.325, 1.916], [0.140, 6.138, 6.864], [-0.033, 7.134, 7.818], [1.015, 7.982, 8.137], [2.227, 7.824, 7.490], [2.417, 6.832, 6.543], [1.365, 5.983, 6.230], [3.334, 8.736, 7.808], [3.143, 9.584, 8.656], [4.377, 8.593, 7.201], [-0.681, 5.480, 6.613], [-0.989, 7.250, 8.311], [0.876, 8.755, 8.878], [3.369, 6.713, 6.047], [1.500, 5.213, 5.495], [5.943, -0.307, -6.744], [6.382, -1.532, -7.229], [5.678, -2.688, -6.934], [4.536, -2.600, -6.158], [4.090, -1.388, -5.662], [4.800, -0.236, -5.958], [3.774, -3.820, -5.863], [4.198, -4.870, -6.294], [2.756, -3.706, -5.204], [6.492, 0.595, -6.980], [7.273, -1.585, -7.839], [6.022, -3.640, -7.312], [3.200, -1.329, -5.053], [4.461, 0.719, -5.579]],
  "forces_ev_per_a": [[-0.3, -0.9, -0.4], [0.1, 0.6, -0.6], [-0.4, -1.5, 0.6], [1.3, 0.2, -0.9], [0.1, 0.0, 0.0], [-0.6, 1.5, 0.0], [-0.7, 0.9, 0.1], [-0.4, 0.1, 0.5], [0.5, -0.8, 0.4], [-0.6, 0.1, -0.7], [0.0, 0.2, -0.4], [0.2, -1.3, 0.2], [-0.3, -0.3, 2.3], [0.0, 0.4, -1.4], [0.4, 0.9, -0.3], [-0.7, 0.8, 1.0], [-0.1, -0.2, -0.2], [-1.2, 0.0, 0.3], [0.3, -1.1, -1.0], [0.8, 0.3, 0.0], [0.6, 0.3, -0.6], [0.0, -0.1, 0.3], [-0.5, -0.6, -0.3], [0.2, 0.2, -0.1], [-0.2, 0.3, 0.2], [0.1, 0.2, 0.1], [0.1, 0.1, 0.2], [0.1, -0.2, 0.3], [-0.4, -0.1, 0.3], [0.0, -0.1, 0.1], [0.2, -0.2, -0.1], [0.1, 0.0, -0.1], [0.1, -0.1, -0.1], [0.3, -0.1, -0.1], [0.3, 0.2, 0.2], [-0.1, 0.0, -0.1], [0.2, 0.1, 0.3], [0.1, 0.1, 0.1], [-0.2, 0.1, -0.1], [0.3, -0.1, 0.1], [0.0, -0.3, -0.2], [-0.2, 0.1, -0.1], [0.2, 0.0, 0.0], [0.1, -0.1, 0.0], [-0.2, -0.3, -0.1], [0.0, 0.0, 0.0], [0.0, 0.0, 0.0], [0.0, 0.0, 0.0], [-0.1, 0.1, 0.1], [0.1, 0.1, 0.1], [0.0, 0.0, 0.1], [0.0, 0.0, 0.1], [0.1, -0.1, -0.1], [-0.2, 0.1, 0.2], [-0.2, -0.2, -0.1], [0.1, -0.1, -0.2], [0.0, 0.5, 0.2], [0.1, 0.0, 0.0], [0.0, 0.0, 0.0], [0.0, 0.0, 0.0], [0.0, 0.0, 0.0], [0.0, 0.0, 0.0], [0.2, 0.0, 0.0], [0.0, 0.1, 0.1], [0.0, 0.0, 0.0], [0.0, 0.0, 0.0], [-0.1, 0.1, 0.1], [0.2, -0.1, -0.2], [0.1, 0.3, -0.1], [-0.2, 0.1, 0.1], [0.1, 0.0, -0.1], [0.0, -0.1, 0.0], [0.0, 0.0, 0.0], [0.1, 0.0, -0.1], [0.0, 0.0, 0.0], [0.0, 0.0, 0.0], [-0.1, -0.1, 0.1], [0.0, -0.2, 0.0], [0.0, 0.0, 0.0]],
  "e_lumo_ev": -1.066,
  "energy_ha": -2343.71102,
  "homo_ev": -9.6,
  "spin_multiplicity": 1
}

***

{
  "formula": "C6H11N",
  "method": "ωB97M-V with the def2-TZVPD basis set",
  "symbols": ["C", "C", "C", "C", "C", "C", "N", "H", "H", "H", "H", "H", "H", "H", "H", "H", "H", "H"],
  "coordinates": [[2.129, 0.903, -1.314], [1.275, -0.091, -0.535], [-0.205, 0.299, -0.398], [-0.817, -0.246, 0.907], [-2.339, -0.092, 1.000], [-0.434, -1.660, 1.068], [-0.100, -2.764, 1.154], [3.176, 0.581, -1.318], [1.804, 1.001, -2.355], [2.089, 1.897, -0.852], [1.340, -1.084, -0.996], [1.705, -0.207, 0.469], [-0.321, 1.391, -0.390], [-0.784, -0.072, -1.253], [-0.354, 0.297, 1.742], [-2.621, 0.958, 0.871], [-2.837, -0.683, 0.226], [-2.704, -0.429, 1.975]],
  "forces_ev_per_a": [[0.0, 0.1, 0.0], [0.0, -0.1, 0.0], [0.0, 0.0, 0.0], [0.0, 0.0, 0.0], [-0.1, 0.0, 0.0], [0.3, -0.9, 0.1], [-0.4, 1.0, 0.0], [-0.2, 0.1, 0.0], [0.0, 0.0, 0.1], [0.0, -0.1, -0.1], [0.0, 0.1, 0.1], [0.0, 0.1, -0.1], [0.0, -0.2, 0.0], [0.1, 0.0, 0.1], [0.0, -0.1, -0.1], [0.1, -0.1, 0.0], [0.1, 0.1, 0.1], [0.0, 0.0, -0.2]],
  "e_lumo_ev": 0.923,
  "energy_ha": -289.96680,
  "homo_ev": -11.3,
  "de_lowest_kcal_mol": 3.1,
  "spin_multiplicity": 1
}

***

{
  "formula": "C38H18Cl2F15OSi",
  "method": "ωB97M-V with the def2-TZVPD basis set",
  "symbols": ["F", "C", "C", "F", "C", "F", "C", "Si", "C", "C", "F", "C", "F", "C", "F", "C", "F", "C", "F", "C", "C", "F", "C", "F", "C", "F", "C", "F", "C", "F", "O", "C", "C", "C", "C", "C", "C", "F", "C", "F", "H", "H", "H", "H", "H", "H", "H", "Cl", "C", "C", "C", "C", "C", "C", "C", "C", "C", "C", "C", "Cl", "C", "C", "C", "C", "H", "H", "H", "H", "H", "H", "H", "H", "H", "H", "H"],
  "coordinates": [[2.946, -8.575, -0.314], [2.254, -7.419, -0.329], [1.538, -7.008, 0.796], [1.549, -7.766, 1.910], [0.855, -5.791, 0.776], [0.244, -5.386, 1.921], [0.827, -4.955, -0.346], [-0.172, -3.393, -0.561], [-1.691, -3.479, 0.516], [-2.128, -2.469, 1.378], [-1.299, -1.420, 1.638], [-3.371, -2.501, 2.011], [-3.760, -1.478, 2.800], [-4.210, -3.604, 1.844], [-5.412, -3.648, 2.450], [-3.766, -4.678, 1.072], [-4.514, -5.796, 0.969], [-2.542, -4.582, 0.416], [-2.182, -5.616, -0.398], [0.886, -1.859, -0.512], [1.906, -1.716, 0.434], [2.103, -2.712, 1.342], [2.725, -0.593, 0.508], [3.693, -0.515, 1.442], [2.504, 0.476, -0.357], [3.196, 1.629, -0.213], [1.493, 0.381, -1.308], [1.168, 1.448, -2.070], [0.762, -0.797, -1.409], [-0.102, -0.877, -2.454], [-0.726, -3.503, -2.173], [-1.875, -3.210, -2.738], [-2.781, -2.232, -2.396], [-3.970, -2.316, -3.270], [-3.707, -3.561, -4.167], [-2.270, -4.030, -3.928], [1.631, -5.358, -1.410], [1.840, -4.488, -2.439], [2.308, -6.575, -1.438], [3.067, -6.898, -2.505], [-2.641, -1.483, -1.621], [-4.926, -2.425, -2.739], [-4.084, -1.416, -3.891], [-4.399, -4.361, -3.891], [-3.874, -3.333, -5.218], [-1.615, -3.840, -4.794], [-2.199, -5.106, -3.718], [-2.457, 6.106, 6.912], [-1.588, 5.624, 5.517], [-1.262, 4.266, 5.330], [-0.689, 3.852, 4.131], [-0.372, 4.780, 3.102], [0.220, 4.333, 1.877], [0.872, 5.201, 0.997], [1.967, 4.797, 0.248], [2.785, 5.648, -0.561], [3.789, 5.105, -1.409], [4.467, 5.896, -2.328], [4.187, 7.272, -2.397], [4.901, 8.219, -3.628], [3.313, 7.863, -1.472], [2.640, 7.063, -0.550], [-0.586, 6.160, 3.380], [-1.223, 6.573, 4.550], [-1.451, 3.556, 6.128], [-0.440, 2.803, 3.953], [0.256, 3.255, 1.688], [0.508, 6.231, 0.901], [2.226, 3.737, 0.275], [4.004, 4.037, -1.332], [5.186, 5.460, -3.017], [3.150, 8.937, -1.513], [1.990, 7.527, 0.189], [-0.244, 6.912, 2.670], [-1.427, 7.621, 4.746]],
  "forces_ev_per_a": [[-0.6, 1.0, 0.0], [0.2, -0.2, 0.0], [-0.1, -0.1, 0.4], [0.0, 0.5, -0.7], [-0.1, 0.2, 0.2], [0.2, -0.4, -0.7], [0.7, -0.3, 0.2], [-0.8, -0.8, -2.1], [-0.6, 0.3, 0.8], [0.1, -0.1, 0.0], [-0.6, -0.4, -0.2], [0.0, 0.3, 0.2], [0.2, -0.5, -0.4], [-0.2, -0.1, 0.2], [1.0, 0.0, -0.5], [-0.2, -0.4, 0.0], [0.5, 0.9, 0.0], [0.1, -0.4, -0.6], [-0.3, 0.8, 0.7], [0.7, 0.6, 0.3], [-0.1, -0.4, 0.3], [-0.1, 0.8, -0.7], [0.4, -0.1, 0.4], [-0.6, 0.0, -0.5], [-0.3, 0.1, 0.1], [-0.3, -0.7, -0.1], [-0.1, 0.3, 0.0], [0.4, -0.6, 0.3], [-0.6, -0.2, -0.8], [0.6, 0.3, 1.1], [2.3, -0.3, 2.4], [-2.6, 1.8, 0.1], [1.7, -1.8, -0.2], [-0.7, 0.1, -0.8], [-0.5, -0.2, -0.1], [0.0, 0.0, 0.0], [0.3, 0.2, -0.4], [-0.2, -0.8, 0.6], [0.4, 0.0, -0.4], [-0.5, 0.1, 0.7], [0.0, -0.2, 0.0], [0.3, 0.0, 0.1], [0.0, -0.1, 0.1], [0.0, 0.1, -0.1], [-0.1, 0.0, 0.0], [-0.1, 0.1, 0.3], [0.0, 0.2, 0.0], [0.2, 0.0, -0.1], [0.2, -0.5, -0.6], [0.2, 0.1, -0.3], [-0.1, 0.1, -0.1], [-0.5, 0.2, 0.3], [0.7, 0.4, 0.6], [-0.3, 0.1, -0.7], [-0.4, -0.2, -0.1], [0.6, 0.7, -0.1], [-0.3, 0.0, 0.1], [-0.2, 0.0, 0.2], [-0.3, -0.6, 0.4], [0.1, 0.0, 0.1], [-0.2, -0.3, 0.2], [0.1, 0.0, -0.5], [-0.3, 0.0, 0.4], [0.3, -0.2, -0.4], [-0.1, 0.1, -0.2], [-0.2, 0.3, 0.2], [0.3, 0.2, 0.3], [0.5, -0.4, 0.4], [0.0, 0.1, 0.0], [-0.1, 0.3, -0.2], [-0.1, 0.1, 0.2], [0.0, -0.2, 0.1], [0.1, 0.0, -0.3], [-0.3, -0.1, 0.2], [0.1, -0.2, -0.1]],
  "charge": 1,
  "e_lumo_ev": -5.793,
  "energy_ha": -4241.65359,
  "homo_ev": -9.9,
  "spin_multiplicity": 1
}